# 1
C22H40N2PdSSi4 as an isolated structure at a distorted geometry, computed with wB97M-V/def2-TZVPD.

As for the gap between HOMO and LUMO (spin up / spin down): 8.826 / 5.809 eV. Its spin multiplicity is 5. The energy relative to the best compared isomer or geometry (same formula, charge and spin) is 4.4 kcal per mole. The calculation puts the LUMO energy (spin up / spin down) at -5.860 / -9.479 eV. The charge is +2. The expectation value of S² is 6.036.

Structure (XYZ):
```
70
Properties=species:S:1:pos:R:3:lowdin_spin:R:1
Pd 2.312 -9.880 14.414 1.33
C -1.652 -4.699 11.567 0.00
Si 0.024 -5.270 12.250 0.01
C 0.749 -4.360 13.658 0.01
C 1.111 -5.500 10.713 0.01
C -0.291 -7.008 13.067 0.11
C -1.562 -7.404 13.539 -0.01
C -1.901 -8.624 14.127 0.12
C -0.734 -9.425 14.408 0.04
N 0.445 -9.154 13.992 0.15
C 0.648 -7.992 13.313 0.08
S 2.343 -8.048 12.851 0.88
H -1.575 -3.624 11.344 0.00
H -2.495 -4.879 12.226 0.00
H -1.889 -5.159 10.583 0.00
H 1.022 -3.331 13.432 0.00
H 1.666 -4.831 14.041 0.00
H -0.055 -4.406 14.416 0.00
H 1.154 -4.531 10.093 0.00
H 0.571 -6.161 10.000 0.00
H 2.153 -5.814 10.814 0.00
H -2.429 -6.792 13.449 0.00
H -2.922 -8.914 14.360 0.01
H -0.871 -10.356 14.976 0.00
C 3.276 -13.524 15.805 0.00
Si 3.148 -12.032 16.894 0.07
C 1.330 -11.668 17.046 0.04
C 3.816 -12.553 18.526 0.02
C 3.905 -10.538 16.004 0.54
Si 4.366 -9.080 17.076 0.07
C 6.189 -8.753 17.129 0.02
C 3.598 -7.564 16.376 0.05
C 3.736 -9.111 18.768 0.00
Si 5.115 -10.746 14.517 0.09
C 6.556 -11.628 15.349 0.08
C 5.919 -9.457 13.521 0.00
C 4.182 -11.659 13.155 0.01
C 4.795 -12.596 12.327 0.01
C 4.176 -13.114 11.212 0.00
C 2.990 -12.546 10.812 0.01
C 2.452 -11.608 11.659 0.02
N 3.011 -11.110 12.750 0.19
H 4.385 -13.688 15.805 0.00
H 2.765 -13.495 14.829 0.00
H 2.876 -14.425 16.405 0.00
H 1.132 -10.671 17.415 0.00
H 0.813 -12.331 17.762 0.01
H 0.678 -11.858 16.110 0.00
H 3.327 -13.494 18.825 0.00
H 3.593 -11.936 19.391 0.00
H 4.920 -12.620 18.537 0.00
H 6.691 -8.562 16.109 0.00
H 6.846 -9.565 17.455 0.00
H 6.579 -7.975 17.716 0.00
H 3.589 -7.396 15.286 0.01
H 4.122 -6.650 16.805 0.01
H 2.547 -7.470 16.609 0.00
H 4.040 -8.134 19.162 0.00
H 4.061 -9.826 19.609 0.00
H 2.646 -9.154 18.853 0.00
H 7.133 -10.810 15.815 0.00
H 7.244 -12.217 14.650 0.01
H 6.348 -12.350 16.088 0.00
H 6.709 -9.990 12.911 0.00
H 6.407 -8.701 14.181 0.00
H 5.374 -8.933 12.771 0.00
H 5.754 -12.920 12.642 0.00
H 4.606 -13.979 10.661 0.00
H 2.423 -12.992 9.936 0.00
H 1.594 -11.092 11.380 0.00
```

# 2
A 2-piece molecular cluster, C22H40NO2SSi overall at a distorted geometry, computed with wB97M-V/def2-TZVPD.

As for the gap between HOMO and LUMO: 7.124 eV. The energy relative to the best compared isomer or geometry (same formula, charge and spin) is 0.0 kcal per mole. The calculation puts the LUMO energy at -4.150 eV. The charge is +1.

Structure (XYZ):
```
67
Properties=species:S:1:pos:R:3:nbo_charge:R:1
C -0.605 3.306 1.160 -0.61
C -1.218 2.076 1.838 -0.39
C -0.404 0.801 1.521 -0.24
C -0.181 -0.108 2.747 -0.62
C -0.922 0.117 0.261 -0.02
C -0.011 -0.908 -0.435 -0.21
C 0.377 -2.177 0.359 -0.41
C 1.879 -2.331 0.744 -0.22
C 2.673 -1.021 0.693 -0.62
C 1.976 -2.961 2.136 -0.60
C -1.023 -1.364 -1.538 -0.30
C -1.261 -0.314 -2.659 -0.68
S -1.959 -1.103 -4.107 2.06
O -0.891 -1.743 -4.804 -0.91
O -2.853 -0.201 -4.754 -0.90
C -2.253 -1.444 -0.702 0.29
N -2.248 -0.623 0.285 -0.59
Si -3.764 -0.459 1.328 1.78
C -3.431 -0.513 3.149 -1.14
C -4.851 -1.906 0.879 -1.14
C -4.693 1.103 0.877 -1.13
H -1.277 4.161 1.202 0.23
H -0.382 3.123 0.108 0.19
H 0.315 3.605 1.659 0.22
H -2.237 1.990 1.469 0.19
H -1.217 2.253 2.909 0.22
H 0.582 1.158 1.220 0.23
H 0.871 -0.319 2.910 0.23
H -0.536 0.395 3.643 0.22
H -0.716 -1.051 2.697 0.20
H -1.102 0.937 -0.440 0.22
H 0.830 -0.440 -0.938 0.25
H 0.133 -3.032 -0.269 0.21
H -0.240 -2.292 1.249 0.21
H 2.310 -3.027 0.026 0.21
H 3.484 -1.088 1.417 0.23
H 2.095 -0.139 0.960 0.19
H 3.138 -0.876 -0.280 0.22
H 3.011 -3.203 2.363 0.22
H 1.384 -3.873 2.196 0.21
H 1.606 -2.257 2.879 0.20
H -0.758 -2.288 -2.047 0.26
H -1.954 0.480 -2.388 0.25
H -0.309 0.097 -2.987 0.28
H -2.718 -2.071 -3.520 -0.05
H -3.078 -2.103 -0.938 0.24
H -4.423 -0.469 3.604 0.27
H -2.877 0.342 3.526 0.26
H -2.969 -1.436 3.492 0.26
H -5.794 -1.809 1.409 0.28
H -5.062 -1.896 -0.192 0.24
H -4.396 -2.869 1.107 0.25
H -4.089 1.871 0.404 0.25
H -5.171 1.485 1.776 0.27
H -5.470 0.830 0.163 0.26
C 5.669 1.015 -3.141 -0.21
C 6.500 2.115 -2.987 -0.20
C 6.054 3.232 -2.295 -0.20
C 4.778 3.249 -1.752 -0.23
C 3.948 2.148 -1.904 -0.17
C 4.391 1.032 -2.600 -0.23
H 6.016 0.145 -3.683 0.22
H 7.497 2.102 -3.408 0.22
H 6.702 4.091 -2.180 0.22
H 4.432 4.120 -1.211 0.21
H 2.951 2.161 -1.478 0.18
H 3.741 0.174 -2.725 0.20
```

# 3
C22H41BiClNOP3 as an isolated structure at a distorted geometry, computed with wB97M-V/def2-TZVPD.

As for the gap between HOMO and LUMO (spin up / spin down): 3.484 / 4.406 eV. The energy relative to the best compared isomer or geometry (same formula, charge and spin) is 92.1 kcal per mole. The calculation puts the LUMO energy (spin up / spin down) at -12.478 / -11.561 eV. The charge is +3.

Structure (XYZ):
```
70
Properties=species:S:1:pos:R:3:nbo_charge:R:1
Bi 0.535 -1.573 -2.013 1.18
P -0.310 1.414 2.855 0.97
P 1.228 -2.886 0.198 0.99
P -0.943 2.765 -0.976 0.70
H -1.124 -3.913 -2.023 0.27
C -0.774 -3.212 -2.792 -0.52
C 0.620 -3.372 -3.308 -0.64
H 1.214 -4.201 -2.913 0.28
C -1.184 1.597 4.425 -0.95
C 1.120 0.383 3.201 -0.95
C 0.350 3.024 2.414 -0.95
C 1.352 -4.676 -0.129 -0.95
C 2.810 -2.487 1.020 -0.94
C -0.021 -2.726 1.523 -0.95
C -1.481 2.290 -2.671 -0.93
C -0.340 4.463 -1.370 -0.92
C -2.600 3.223 -0.278 -0.93
H -1.531 -2.864 -3.513 0.28
H 0.744 -3.158 -4.374 0.30
H -1.245 2.644 4.714 0.27
H -0.645 1.042 5.211 0.26
H -2.199 1.196 4.327 0.26
H 1.873 0.999 3.721 0.27
H 1.570 -0.011 2.280 0.22
H 0.828 -0.441 3.871 0.25
H 0.994 3.367 3.249 0.26
H -0.466 3.751 2.270 0.27
H 0.956 2.969 1.514 0.25
H 1.009 -5.229 0.752 0.29
H 2.397 -4.941 -0.328 0.28
H 0.747 -4.998 -0.979 0.25
H 3.444 -3.382 1.068 0.29
H 2.650 -2.120 2.041 0.28
H 3.346 -1.720 0.452 0.28
H -0.545 -3.686 1.623 0.28
H -0.770 -1.946 1.318 0.26
H 0.464 -2.483 2.479 0.28
H -1.947 3.162 -3.147 0.25
H -2.190 1.454 -2.633 0.21
H -0.609 1.982 -3.262 0.23
H -0.977 4.930 -2.135 0.25
H 0.687 4.383 -1.751 0.24
H -0.330 5.081 -0.462 0.25
H -3.333 3.265 -1.099 0.25
H -2.540 4.200 0.219 0.26
H -2.932 2.473 0.458 0.21
C -3.044 -0.255 0.676 0.39
C -4.407 -0.568 0.910 -0.09
C -5.182 -1.173 -0.071 -0.21
C -4.632 -1.431 -1.326 -0.05
C -3.306 -1.103 -1.584 -0.20
C -2.502 -0.531 -0.596 -0.25
O -2.357 0.242 1.715 -0.58
H -1.483 0.806 1.898 0.32
H -4.826 -0.362 1.891 0.26
H -6.222 -1.437 0.135 0.27
H -5.234 -1.853 -2.127 0.26
H -2.899 -1.301 -2.581 0.22
H -1.448 -0.286 -0.787 0.22
Cl 6.960 -0.326 -1.790 0.12
C 5.389 0.281 -1.503 -0.07
C 5.219 1.574 -0.998 -0.14
C 3.924 2.018 -0.731 -0.20
C 2.850 1.155 -0.980 -0.01
N 3.026 -0.078 -1.460 -0.47
C 4.264 -0.532 -1.726 0.00
H 6.089 2.194 -0.802 0.27
H 3.719 3.006 -0.326 0.25
H 1.816 1.477 -0.785 0.22
H 4.382 -1.547 -2.096 0.22
```

# 4
C22H41BiClNOP3 as an isolated structure at a distorted geometry, computed with wB97M-V/def2-TZVPD.

As for the gap between HOMO and LUMO: 5.027 eV. The energy relative to the best compared isomer or geometry (same formula, charge and spin) is 61.2 kcal per mole. The calculation puts the LUMO energy at -10.010 eV. The charge is +3.

Structure (XYZ):
```
70
Properties=species:S:1:pos:R:3:nbo_charge:R:1
Bi 0.031 -0.482 0.184 1.04
P -2.731 -0.595 -0.571 0.93
P 1.274 -2.900 -0.365 0.95
P 0.292 0.653 -2.374 1.10
H 0.120 3.800 2.002 0.18
C -0.482 4.367 1.299 -0.38
C -1.784 4.097 1.059 -0.41
H -2.267 3.288 1.584 0.16
C -3.781 -0.990 0.870 -0.95
C -3.169 -1.888 -1.779 -0.94
C -3.459 0.934 -1.237 -0.95
C 3.069 -3.004 0.010 -0.94
C 0.563 -4.275 0.628 -0.94
C 1.141 -3.522 -2.077 -0.94
C -0.172 2.419 -2.274 -0.96
C -0.576 -0.018 -3.818 -0.98
C 2.060 0.746 -2.892 -0.94
H 0.010 5.231 0.798 0.23
H -2.375 4.679 0.335 0.23
H -3.640 -0.256 1.677 0.25
H -3.558 -1.985 1.282 0.26
H -4.826 -0.961 0.530 0.28
H -2.872 -2.880 -1.411 0.26
H -2.685 -1.721 -2.750 0.26
H -4.259 -1.863 -1.903 0.28
H -3.135 1.817 -0.670 0.27
H -4.547 0.833 -1.154 0.28
H -3.188 1.076 -2.290 0.26
H 3.464 -4.016 -0.193 0.29
H 3.256 -2.757 1.069 0.26
H 3.599 -2.273 -0.621 0.27
H 1.112 -5.214 0.437 0.29
H -0.496 -4.418 0.353 0.25
H 0.626 -4.032 1.702 0.24
H 1.759 -4.424 -2.205 0.29
H 1.487 -2.748 -2.778 0.25
H 0.097 -3.773 -2.316 0.26
H 0.355 3.007 -3.040 0.29
H 0.080 2.831 -1.287 0.29
H -1.252 2.525 -2.427 0.25
H -0.138 0.377 -4.743 0.29
H -1.642 0.233 -3.787 0.25
H -0.467 -1.109 -3.811 0.25
H 2.133 1.262 -3.864 0.28
H 2.470 -0.272 -2.995 0.24
H 2.675 1.290 -2.156 0.29
C 2.506 1.617 0.476 0.35
C 3.393 0.628 0.974 -0.35
C 4.678 0.730 0.456 -0.18
C 5.089 1.868 -0.224 -0.26
C 4.228 2.957 -0.313 -0.18
C 2.953 2.932 0.231 -0.28
O 1.352 1.243 -0.072 -0.88
H 0.042 -0.730 2.236 0.38
H 3.034 -0.259 1.517 0.19
H 5.393 -0.099 0.531 0.23
H 6.050 1.901 -0.770 0.25
H 4.511 3.844 -0.885 0.25
H 2.255 3.763 0.277 0.23
Cl -2.962 -2.952 4.580 0.14
C -2.194 -1.452 4.267 -0.05
C -2.621 -0.212 4.753 -0.10
C -2.018 0.963 4.285 -0.19
C -1.014 0.907 3.337 0.05
N -0.603 -0.351 2.988 -0.46
C -1.134 -1.504 3.408 0.04
H -3.430 -0.172 5.514 0.30
H -2.369 1.937 4.641 0.29
H -0.526 1.760 2.853 0.27
H -0.784 -2.408 2.914 0.24
```

# 5
C22H41Cl3HgN3O5Si as an isolated structure at a distorted geometry, computed with wB97M-V/def2-TZVPD.

As for the gap between HOMO and LUMO (spin up / spin down): 3.626 / 3.919 eV. The energy relative to the best compared isomer or geometry (same formula, charge and spin) is 0.0 kcal per mole. The calculation puts the LUMO energy (spin up / spin down) at 2.044 / 2.205 eV. The charge is -1.

Structure (XYZ):
```
76
Properties=species:S:1:pos:R:3:mulliken_charge:R:1
C -3.025 -1.280 3.185 -1.72
C -3.946 -0.593 2.223 0.69
H -3.059 -0.765 4.155 0.46
H -1.991 -1.290 2.816 0.20
H -3.337 -2.326 3.344 0.21
C -5.079 0.024 2.618 0.12
C -5.585 0.057 4.014 -1.48
H -5.710 0.527 1.895 0.31
H -4.835 0.424 4.722 0.32
H -5.926 -0.927 4.356 0.30
H -6.440 0.736 4.057 0.38
Hg -0.688 -3.498 -0.515 0.27
Cl 0.626 -4.286 -2.273 -0.58
Cl -2.324 -3.744 1.074 -0.55
C 2.089 -1.244 -3.210 0.07
O 2.716 -0.936 -2.202 -0.44
N 1.591 -0.360 -4.118 0.20
C 1.822 1.055 -3.928 -0.85
C 0.661 -0.793 -5.151 -0.78
H 1.895 -2.292 -3.510 0.20
H 2.769 1.185 -3.395 0.23
H 1.015 1.527 -3.345 0.19
H 1.859 1.536 -4.909 0.39
H 0.856 -1.856 -5.347 0.31
H 0.814 -0.197 -6.060 0.30
H -0.393 -0.684 -4.845 0.24
H 3.766 -0.462 4.212 0.35
H 1.285 1.312 4.229 0.32
C 4.135 0.566 4.063 -0.82
C 2.121 2.013 4.044 -0.94
N 3.191 1.377 3.291 0.21
H 5.098 0.540 3.518 0.26
C 3.054 1.170 1.932 0.55
O 3.063 2.018 1.070 -0.55
H 1.734 2.877 3.497 0.31
H 5.232 0.116 1.335 0.21
H 4.310 1.040 5.032 0.33
H 2.536 2.336 5.015 0.31
O -2.151 -0.495 0.553 0.14
C -3.555 -0.712 0.744 0.15
C -4.604 1.478 0.005 -0.25
C -4.429 0.109 -0.201 -0.07
H -4.105 1.956 0.855 0.90
C -5.448 2.215 -0.837 -1.07
H -3.680 -1.781 0.498 0.37
C -5.099 -0.537 -1.250 -0.33
H -5.542 3.295 -0.694 0.37
C -6.130 1.568 -1.880 -0.47
C -5.937 0.195 -2.082 -0.57
H -4.930 -1.608 -1.408 0.37
H -6.824 2.130 -2.510 0.37
H -6.474 -0.311 -2.894 0.36
Si -1.230 0.543 -0.395 -0.30
Cl 2.936 -0.590 1.510 -0.12
C -1.477 2.348 0.010 -1.17
C -1.643 0.163 -2.176 -0.51
C 0.506 0.111 0.013 -0.76
H -2.385 2.776 -0.427 0.34
H -0.620 2.916 -0.391 0.42
H -1.504 2.514 1.098 0.31
H 0.550 0.117 1.117 0.13
H 1.243 0.828 -0.378 0.39
H 0.782 -0.885 -0.345 0.14
H -2.723 0.232 -2.354 0.23
H -1.315 -0.853 -2.441 0.17
H -1.144 0.878 -2.849 0.29
N 7.348 -1.959 -1.673 -0.83
C 7.659 -1.151 -0.434 -1.50
C 6.275 -0.745 0.027 0.10
O 6.189 0.093 1.070 -0.32
O 5.296 -1.176 -0.578 -0.33
H 7.591 -2.945 -1.527 0.88
H 7.879 -1.647 -2.501 0.91
H 6.302 -1.883 -1.776 0.01
H 8.177 -1.774 0.289 0.27
H 8.314 -0.319 -0.680 0.44
```

# 6
C22H41Cl3N3O4RhSi as an isolated structure at a distorted geometry, computed with wB97M-V/def2-TZVPD.

As for the gap between HOMO and LUMO (spin up / spin down): 5.828 / 7.316 eV. Its spin multiplicity is 5. The energy relative to the best compared isomer or geometry (same formula, charge and spin) is 121.4 kcal per mole. The calculation puts the LUMO energy (spin up / spin down) at 0.184 / -0.085 eV. The charge is 0. The expectation value of S² is 6.019.

Structure (XYZ):
```
75
Properties=species:S:1:pos:R:3:lowdin_spin:R:1
C -2.161 -2.292 -4.038 0.00
C -1.231 -2.768 -2.933 0.07
H -1.868 -2.785 -4.963 0.00
H -2.110 -1.204 -4.117 0.00
H -3.178 -2.612 -3.750 0.00
C -0.836 -4.105 -2.843 0.52
C -0.775 -5.082 -3.960 0.09
H -0.675 -4.546 -1.871 0.03
H -0.272 -4.759 -4.902 0.01
H -1.790 -5.390 -4.226 0.03
H -0.272 -6.013 -3.640 0.00
Rh 0.023 1.228 1.849 2.27
Cl -2.243 1.856 2.140 0.16
Cl 0.838 2.367 -0.418 0.05
H 1.612 5.436 4.452 0.00
H -1.523 6.020 3.563 0.00
C 1.475 5.590 3.369 0.00
C -0.902 5.954 2.654 0.00
N 0.202 5.047 2.910 0.00
H 2.320 5.165 2.825 0.00
C -0.049 3.730 2.940 0.01
O 0.836 2.862 2.983 0.05
H -1.518 5.555 1.829 0.00
H -1.132 3.449 2.876 0.00
H 1.446 6.668 3.207 0.00
H -0.522 6.937 2.387 0.00
H 1.781 -0.260 -2.325 0.00
H 2.810 -3.276 -1.384 0.00
C 2.783 -0.386 -1.886 0.00
C 3.421 -2.550 -0.838 0.00
N 2.725 -1.275 -0.729 0.01
H 3.183 0.602 -1.600 0.00
C 2.507 -0.759 0.518 0.01
O 2.387 0.453 0.824 0.02
H 3.608 -2.944 0.166 0.00
H 2.392 -1.537 1.299 0.00
H 3.434 -0.851 -2.630 0.00
H 4.361 -2.424 -1.385 0.00
O -0.372 -1.547 -2.437 0.16
C -1.338 -1.997 -1.545 0.05
C 0.260 -3.196 0.106 0.02
C -0.998 -2.722 -0.300 0.01
H 1.170 -2.931 -0.421 0.00
C 0.379 -3.902 1.303 0.00
H -2.179 -1.306 -1.457 0.00
C -2.071 -2.757 0.673 0.01
H 1.343 -4.267 1.642 0.00
C -0.712 -4.094 2.140 0.01
C -1.947 -3.514 1.827 0.01
H -3.007 -2.212 0.447 0.00
H -0.639 -4.697 3.048 0.00
H -2.797 -3.547 2.500 0.00
Si -0.147 2.377 -2.495 0.01
Cl -0.867 -0.615 1.450 0.26
C 1.333 3.035 -3.483 0.00
C -0.996 3.981 -1.826 0.00
C -1.476 1.525 -3.603 0.00
H 2.263 2.563 -3.080 0.00
H 1.514 4.139 -3.429 0.00
H 1.293 2.808 -4.563 0.00
H -1.130 0.651 -4.172 0.00
H -1.905 2.248 -4.335 0.00
H -2.316 1.200 -2.954 0.00
H -1.512 3.722 -0.898 0.00
H -1.711 4.478 -2.475 0.00
H -0.256 4.765 -1.544 0.00
C -0.912 0.265 4.976 0.00
C 0.120 -0.494 4.224 0.02
N 0.260 -1.834 4.427 0.02
O 0.957 0.041 3.413 0.07
H -1.141 -0.275 5.887 0.00
H -1.815 0.445 4.381 0.00
H -0.454 1.223 5.207 0.00
H 0.880 -2.344 3.815 0.00
H -0.164 -2.313 5.200 0.00
```

Which value of energy relative to the best compared isomer or geometry (same formula, charge and spin) does entry 5 give?
0.0 kcal per mole